[1]
DFT (the ωB97M-V functional and the def2-TZVPD basis) results for a 2-piece molecular cluster, C9H13IN5 overall.

Each line ends with the natural charge from an NBO analysis.
CARTESIAN COORDINATES (ANGSTROEM)
C -2.0556 1.2863 1.5636  -0.203
C -2.1603 2.1471 -0.6744  -0.199
C -3.2088 0.5516 1.3413  -0.277
C -3.3139 1.4168 -0.9082  -0.268
C -1.5275 2.0759 0.5558  -0.220
C -3.8263 0.6146 0.1009  -0.160
C 2.2140 -1.7773 0.1748  0.609
C -0.1284 -1.1153 0.0125  0.609
C 4.3204 1.0510 -0.6365  -0.307
N 1.0970 -1.2916 -0.2206  -0.596
N 3.3630 -1.0002 0.0134  -0.332
N 2.4356 -3.0088 0.7692  -0.797
N -1.1454 -1.1581 -0.7896  -0.770
N 3.3190 0.2389 -0.4511  -0.382
I -5.5503 -0.5679 -0.2751  0.178
H -1.5762 1.2419 2.5290  0.230
H -1.7644 2.7773 -1.4561  0.229
H -3.6246 -0.0570 2.1291  0.241
H -3.8130 1.4750 -1.8625  0.240
H -0.6296 2.6492 0.7343  0.224
H 5.3208 0.7521 -0.3799  0.194
H 4.1378 2.0254 -1.0448  0.216
H 4.2505 -1.3882 0.3098  0.429
H 1.5859 -3.4794 1.0521  0.410
H 3.0709 -3.6394 0.2905  0.417
H -1.1022 -1.4898 -1.7508  0.422
H -2.0467 -0.8512 -0.4507  0.449
H 2.3583 0.5210 -0.6760  0.414

The relative energy (zero: lowest compared OMol25 entry of this formula, charge and spin) is 0.00 kJ/mol. The value obtained for the HOMO-LUMO gap (alpha / beta) is 6.247 / 6.244 eV. The value obtained for the total energy is -921.82675 hartree. Its spin multiplicity is 3. Its net charge is +1.

---

[2]
DFT (the ωB97M-V functional and the def2-TZVPD basis) results for C9H13LuN3O4 as an isolated structure.

Each line ends with the natural charge from an NBO analysis.
CARTESIAN COORDINATES (ANGSTROEM)
Lu -0.0116 0.4935 -2.7166  1.807
O 0.0326 3.7029 -4.7480  -0.229
C 0.0215 2.7007 -4.2021  0.434
C 1.7258 -0.9296 -2.3657  0.411
O 2.7033 -1.4407 -2.0390  -0.240
C -1.7370 -0.8910 -2.3622  0.428
O -2.7239 -1.3878 -2.0550  -0.243
C 0.0027 -0.9617 -4.4917  0.395
O 0.0018 -1.5122 -5.4895  -0.190
C 2.4890 -0.1949 0.6471  -0.451
N 1.1684 -0.0698 1.3626  -0.366
C 1.3198 -0.1128 2.7829  -0.437
C -0.0380 -0.0182 0.7813  0.641
N -0.0258 0.0627 -0.5389  -0.984
N -1.2403 0.0759 1.3736  -0.334
C -1.5080 0.0975 2.7704  -0.453
C -2.5057 0.1900 0.5386  -0.424
H 3.3566 -0.2595 1.3613  0.302
H 2.7136 0.6660 0.0127  0.202
H 2.5578 -1.1221 0.0746  0.214
H 0.9664 0.8440 3.1786  0.232
H 0.8242 -1.0087 3.1675  0.234
H 2.3654 -0.1955 3.1307  0.260
H 0.9980 0.3178 -0.7042  0.347
H -1.9937 1.0633 2.9944  0.242
H -2.1391 -0.7778 3.0011  0.241
H -0.7060 0.0377 3.5058  0.261
H -2.5275 1.0686 -0.1224  0.208
H -2.6979 -0.7112 -0.0507  0.206
H -3.3926 0.2732 1.2028  0.285

The relative energy (zero: lowest compared OMol25 entry of this formula, charge and spin) is 121.37 kJ/mol. The value obtained for the HOMO-LUMO gap is 5.153 eV. The value obtained for the total energy is -2050.30204 hartree. Its net charge is +3.

---

[3]
DFT (the ωB97M-V functional and the def2-TZVPD basis) results for an isolated ion of composition C9H13N2 and charge +1.

Each line ends with the natural charge from an NBO analysis.
CARTESIAN COORDINATES (ANGSTROEM)
C 0.2810 2.1914 -2.1287  -0.698
C 0.2140 1.0246 -1.1870  0.595
N -0.4371 1.1599 -0.0388  -0.511
C -0.5482 -0.0743 0.6853  0.069
C -1.9762 -0.7412 0.7899  -0.594
C 0.1591 -0.0513 2.0262  -0.163
C 1.3037 -0.7283 2.2105  -0.175
C 1.8701 -1.6623 1.2511  -0.183
C 1.2844 -1.9128 0.0624  -0.212
C 0.1128 -1.0767 -0.4073  -0.069
N 0.5803 -0.2115 -1.4606  -0.535
H -0.2157 3.1022 -1.7757  0.258
H -0.1069 2.0931 -3.0932  0.272
H 1.2774 2.5788 -2.0346  0.269
H -1.0527 1.8714 0.2554  0.438
H -2.6658 -0.4709 -0.1425  0.222
H -2.4807 -0.3070 1.6103  0.222
H -1.9077 -1.7345 0.9165  0.228
H -0.3613 0.4964 2.6831  0.208
H 1.8068 -0.7410 3.0532  0.212
H 2.6289 -2.1860 1.7863  0.239
H 1.6218 -2.6673 -0.6510  0.234
H -0.8396 -1.5847 -0.8838  0.236
H 1.5053 -0.3455 -1.8400  0.439

The relative energy (zero: lowest compared OMol25 entry of this formula, charge and spin) is 193.46 kJ/mol. The value obtained for the HOMO-LUMO gap is 9.037 eV. The value obtained for the total energy is -459.94037 hartree. As for the SMILES: CC1=[NH+][C@]2(C)C=CC=C[C@@H]2N1. Its net charge is +1.

---

[4]
DFT (the ωB97M-V functional and the def2-TZVPD basis) results for an isolated ion of composition C9H13N2 and charge +1.

Each line ends with the natural charge from an NBO analysis.
CARTESIAN COORDINATES (ANGSTROEM)
C 1.1779 -1.9870 0.0787  -0.386
C 2.2470 -1.7512 -1.0297  -0.107
C -0.3234 -1.9691 0.0053  0.265
C 2.1657 -0.7614 -0.1678  0.080
C -1.2741 0.4432 -0.6376  0.295
C 2.0803 0.6561 0.2320  -0.470
C 0.6405 0.9602 0.7340  -0.227
C -2.6517 -1.3221 0.0381  -0.447
C -0.3190 2.5170 -0.7153  -0.393
N -1.2233 -0.9715 -0.1453  -0.378
N -0.3499 1.2200 -0.1940  -0.388
H 1.5241 -2.7013 0.8824  0.244
H 2.8938 -2.3950 -1.6740  0.278
H -0.7886 -2.9375 0.0841  0.222
H 2.6226 0.8633 1.1936  0.268
H 2.3730 1.4172 -0.5316  0.258
H 0.3531 0.2753 1.5208  0.235
H 0.7844 1.9700 1.3321  0.228
H -3.3108 -0.3442 -0.1251  0.275
H -3.0162 -2.1004 -0.6457  0.237
H -2.8643 -1.8411 1.0070  0.233
H 0.7355 2.7927 -0.9940  0.209
H -0.9207 2.6301 -1.6000  0.253
H -0.5800 3.1612 0.0379  0.215

The relative energy (zero: lowest compared OMol25 entry of this formula, charge and spin) is 607.25 kJ/mol. The value obtained for the HOMO-LUMO gap is 8.433 eV. The value obtained for the total energy is -459.78276 hartree. Its net charge is +1.